Below is a cluster of 6 separate species, C36H42N2O20S in total in a non-equilibrium geometry, with properties calculated with wB97M-V/def2-TZVPD.

ORCA input file:
```
! RIJCOSX wB97M-V def2-TZVPD def2/J DEFGRID3
* xyz 0 1
C -6.14 3.39 4.12
C -5.63 2.84 2.72
C -4.07 2.99 2.50
C -3.10 3.52 3.51
C -1.63 3.66 3.16
C -1.11 3.25 1.80
C -2.12 2.72 0.83
C -3.58 2.56 1.12
S -1.53 2.23 -0.87
C 0.22 1.81 -0.54
C 0.89 0.83 -1.48
C 2.33 0.48 -1.24
C 3.01 1.10 -0.06
C 2.35 2.08 0.87
N 3.17 2.60 1.97
C 3.27 4.07 1.95
C 4.29 4.68 0.88
O 2.63 4.84 2.64
C 2.77 2.07 3.27
C 1.94 0.71 3.25
O 3.06 2.56 4.35
C 0.89 2.47 0.63
N 0.31 3.45 1.54
H -5.52 2.91 4.93
H -6.12 4.52 4.18
H -7.23 3.06 4.22
H -6.01 1.80 2.48
H -6.11 3.51 1.92
H -3.49 3.85 4.52
H -0.96 4.07 3.97
H -4.27 2.14 0.35
H 0.36 0.34 -2.34
H 2.91 -0.23 -1.92
H 4.10 0.84 0.14
H 4.64 3.84 0.19
H 5.16 5.21 1.36
H 3.67 5.37 0.21
H 1.94 0.21 4.27
H 2.48 -0.02 2.56
H 0.90 0.83 2.83
H 0.54 4.42 1.28
C -3.42 -1.38 -4.12
C -2.95 -1.94 -2.81
O -2.17 -0.87 -2.28
C -2.60 0.27 -2.85
O -2.27 1.37 -2.48
O -3.46 0.02 -3.87
H -4.40 -1.76 -4.41
H -2.71 -1.57 -4.94
H -3.77 -2.15 -2.13
H -2.35 -2.84 -2.94
C -2.43 0.46 4.51
C -2.02 -0.98 4.43
O -3.25 -1.68 4.56
C -4.24 -0.82 4.17
O -5.38 -1.14 4.00
O -3.76 0.44 4.00
H -1.80 1.11 3.92
H -2.46 0.82 5.54
H -1.57 -1.23 3.46
H -1.33 -1.27 5.22
C -3.95 -5.87 0.58
C -4.36 -4.46 0.89
O -4.38 -3.84 -0.39
C -4.57 -4.82 -1.31
O -4.80 -4.63 -2.46
O -4.46 -6.05 -0.74
H -4.39 -6.60 1.26
H -2.87 -6.01 0.56
H -5.35 -4.40 1.33
H -3.65 -3.96 1.56
C 3.71 -3.33 -5.49
C 3.23 -1.91 -5.51
O 2.69 -1.73 -4.20
C 3.29 -2.65 -3.39
O 3.18 -2.67 -2.21
O 4.02 -3.54 -4.12
H 4.59 -3.48 -6.12
H 2.93 -4.04 -5.79
H 4.05 -1.19 -5.65
H 2.47 -1.73 -6.27
C 1.76 -2.64 -10.44
C 1.25 -1.64 -9.44
O 2.39 -1.44 -8.60
C 3.49 -1.76 -9.33
O 4.61 -1.55 -8.98
O 3.15 -2.36 -10.50
H 1.29 -2.52 -11.42
H 1.62 -3.68 -10.11
H 0.98 -0.69 -9.90
H 0.41 -2.02 -8.86
C 5.73 1.04 6.99
C 5.41 1.13 5.53
O 5.91 -0.10 5.02
C 5.94 -0.98 6.05
O 6.15 -2.15 5.94
O 5.70 -0.36 7.24
H 5.00 1.56 7.61
H 6.73 1.43 7.23
H 4.34 1.19 5.34
H 5.90 1.98 5.05
*
```

Its orbital gap is 0.25268 Ha. The HOMO energy comes out at -7.06 eV.



Below is a structure of composition C50H38BrClN2O5PSn in a non-equilibrium geometry, with properties calculated with wB97M-V/def2-TZVPD.

ORCA input file:
```
! RIJCOSX wB97M-V def2-TZVPD def2/J DEFGRID3
* xyz 1 1
Sn 0.44 0.22 0.62
C 2.82 7.22 2.75
O 2.19 6.30 1.87
C 1.78 5.12 2.35
C 1.86 4.76 3.71
C 1.40 3.53 4.09
C 0.83 2.62 3.19
C 0.31 1.36 3.63
C 0.21 1.04 5.10
O -0.12 0.49 2.84
C 0.77 2.98 1.82
O 0.21 2.23 0.88
C 1.25 4.23 1.43
H 3.16 8.04 2.13
H 3.67 6.77 3.25
H 2.11 7.60 3.49
H 2.28 5.43 4.45
H 1.49 3.26 5.14
H -0.11 1.89 5.69
H 1.19 0.72 5.45
H -0.49 0.22 5.22
H 1.18 4.51 0.39
C -6.30 -2.56 2.10
C -6.33 -2.71 0.72
C -5.22 -2.37 -0.04
C -4.07 -1.88 0.58
C -4.05 -1.74 1.96
C -5.16 -2.08 2.73
P -2.48 -1.55 -0.28
C -2.99 -1.35 -2.03
C -2.27 -1.95 -3.06
C -2.59 -1.69 -4.39
C -3.62 -0.81 -4.70
C -4.34 -0.21 -3.68
C -4.03 -0.48 -2.36
C -1.77 -3.23 -0.32
C -2.50 -4.34 -0.68
C -1.91 -5.61 -0.73
C -0.59 -5.76 -0.41
C 0.20 -4.66 -0.01
C 1.56 -4.85 0.35
C 2.32 -3.83 0.80
C 1.76 -2.53 0.92
C 0.48 -2.35 0.52
C -0.41 -3.36 0.05
H -7.17 -2.82 2.69
H -7.22 -3.09 0.24
H -5.26 -2.50 -1.11
H -3.15 -1.36 2.45
H -5.13 -1.96 3.80
H -1.45 -2.62 -2.83
H -2.02 -2.17 -5.18
H -3.85 -0.60 -5.74
H -5.15 0.47 -3.92
H -4.61 -0.01 -1.57
H -3.55 -4.23 -0.93
H -2.50 -6.47 -1.02
H -0.13 -6.74 -0.44
H 1.97 -5.85 0.27
H 3.35 -3.97 1.09
H 2.36 -1.75 1.33
Br 3.77 -1.85 -6.28
C 2.56 -1.19 -4.99
C 1.53 -0.36 -5.39
C 0.66 0.16 -4.44
C 0.83 -0.16 -3.09
C 1.82 -1.06 -2.72
C 2.70 -1.56 -3.67
N -0.04 0.34 -2.08
C -0.64 1.44 -2.25
C -1.61 1.95 -1.27
C -2.17 3.21 -1.44
C -3.09 3.66 -0.50
C -3.41 2.83 0.57
C -2.78 1.59 0.66
N -1.90 1.16 -0.24
H 1.40 -0.11 -6.43
H -0.16 0.78 -4.76
H 1.92 -1.33 -1.68
H 3.49 -2.24 -3.37
H -0.46 2.08 -3.12
H -1.90 3.81 -2.29
H -3.53 4.64 -0.59
H -4.12 3.13 1.32
H -3.00 0.92 1.48
Cl 9.12 0.29 0.72
C 7.39 0.34 0.72
C 6.70 0.03 1.88
C 5.32 0.08 1.88
C 4.63 0.41 0.71
C 5.34 0.70 -0.45
C 6.72 0.68 -0.45
C 3.15 0.41 0.70
O 2.53 0.60 -0.38
O 2.51 0.15 1.76
H 7.24 -0.24 2.78
H 4.76 -0.14 2.78
H 4.79 0.94 -1.35
H 7.28 0.92 -1.34
*
```

Its orbital gap is 0.22888 Ha. The HOMO energy comes out at -10.12 eV.



Below is a cluster of 2 separate species, C4H14N2O in total in a non-equilibrium geometry, with properties calculated with wB97M-V/def2-TZVPD.

ORCA input file:
```
! RIJCOSX wB97M-V def2-TZVPD def2/J DEFGRID3
* xyz 0 1
C 2.42 -1.27 -0.21
N 1.92 -0.08 0.51
C 1.19 0.73 -0.51
C 0.56 2.09 -0.12
C -0.23 1.93 1.21
N -0.94 0.62 1.15
H 2.64 -1.14 -1.22
H 1.62 -1.99 -0.26
H 3.35 -1.76 0.23
H 1.24 -0.27 1.30
H 0.34 0.19 -1.03
H 2.07 0.91 -1.18
H 1.38 2.82 -0.16
H -0.04 2.39 -0.87
H 0.51 1.87 1.96
H -0.77 2.81 1.54
H -1.01 -0.05 1.96
H -1.89 0.73 0.87
O -5.03 -3.71 -1.47
H -5.31 -3.13 -2.10
H -4.03 -3.67 -1.60
*
```

Its orbital gap is 0.33925 Ha. Its SMILES is CNCCCN.O. The HOMO energy comes out at -8.55 eV.



Below is an isolated molecule of C4H8O2 in a non-equilibrium geometry, with properties calculated with wB97M-V/def2-TZVPD.

ORCA input file:
```
! RIJCOSX wB97M-V def2-TZVPD def2/J DEFGRID3
* xyz 0 1
O -0.06 -1.78 0.62
C -0.42 -0.49 1.05
C 0.80 0.38 0.80
C 0.13 0.73 -0.54
O 0.62 0.00 -2.03
C -1.20 0.14 -0.10
H 0.18 -1.75 -0.46
H -0.85 -0.52 2.05
H 1.72 -0.19 0.73
H 0.97 1.22 1.50
H 0.16 1.76 -0.84
H 1.57 0.22 -2.13
H -1.62 -0.58 -0.81
H -1.99 0.85 0.16
*
```

Its orbital gap is 0.39853 Ha. Its SMILES is O[C@H]1C[C@@H](O)C1. The HOMO energy comes out at -9.97 eV.



Below is a cluster of 2 separate species, C3H9NO2S in total in a non-equilibrium geometry, with properties calculated with wB97M-V/def2-TZVPD.

ORCA input file:
```
! RIJCOSX wB97M-V def2-TZVPD def2/J DEFGRID3
* xyz 0 1
N 0.52 -0.02 -1.70
C 0.61 -0.42 -0.41
O 1.52 -0.08 0.33
C -0.46 -1.37 0.09
C -0.96 -0.96 1.49
S -2.39 0.17 1.45
H 0.02 -0.64 -2.30
H 1.13 0.72 -2.01
H 0.06 -2.31 0.27
H -1.26 -1.50 -0.63
H -1.35 -1.86 1.95
H -0.11 -0.56 2.01
H -2.05 0.82 0.33
O 1.71 2.66 -0.65
H 1.42 1.91 -0.11
H 1.60 3.43 -0.09
*
```

Its orbital gap is 0.36626 Ha. Its SMILES is NC(=O)CCS.O. The HOMO energy comes out at -9.25 eV.



Below is a structure of composition C30H45NO2P2Sn in a non-equilibrium geometry, with properties calculated with wB97M-V/def2-TZVPD.

ORCA input file:
```
! RIJCOSX wB97M-V def2-TZVPD def2/J DEFGRID3
* xyz 2 1
P 0.66 -3.55 -3.08
P 0.03 3.18 0.23
C 1.06 0.80 -0.90
C 1.35 1.99 0.03
H -0.02 0.67 -1.03
H 1.47 1.03 -1.89
H 1.67 1.64 1.03
H 2.20 2.55 -0.40
C -1.06 3.30 -1.17
H -1.80 4.10 -0.99
H -1.59 2.36 -1.34
H -0.49 3.57 -2.06
C 0.58 4.75 0.86
H 1.05 5.33 0.06
H 1.32 4.60 1.67
H -0.27 5.32 1.27
C -0.73 -4.71 -3.34
H -1.22 -4.84 -2.37
H -0.34 -5.69 -3.67
H -1.46 -4.33 -4.06
C 1.80 -4.19 -4.37
H 1.68 -3.68 -5.33
H 1.65 -5.27 -4.50
H 2.82 -4.02 -4.01
Sn -1.68 0.73 -4.19
C -0.42 0.63 -5.92
C -1.70 0.03 -6.23
C -2.05 -1.44 -6.21
C -2.55 -1.88 -4.80
C -1.56 -1.34 -3.74
C -0.18 -1.77 -4.08
C 0.90 -0.73 -4.20
C 0.88 -0.08 -5.62
C 1.64 -0.52 -0.40
H -0.28 1.64 -6.33
H -2.38 0.63 -6.85
H -1.23 -2.08 -6.57
H -2.89 -1.61 -6.92
H -3.54 -1.44 -4.63
H -2.67 -2.97 -4.74
H -1.86 -1.54 -2.71
H -0.17 -2.39 -4.98
H 1.89 -1.19 -4.03
H 0.80 0.04 -3.42
H 1.69 0.67 -5.67
H 1.10 -0.85 -6.38
H 1.16 -0.79 0.55
H 2.72 -0.45 -0.24
H 1.45 -1.34 -1.12
C 3.07 0.69 6.83
C 2.34 -0.23 5.89
C 2.61 -1.60 5.92
C 1.98 -2.48 5.04
C 1.03 -2.00 4.14
C 0.68 -0.65 4.18
N -0.39 -0.21 3.40
C -1.50 0.49 3.87
C -1.92 0.46 5.20
C -2.98 1.27 5.61
C -3.62 2.12 4.69
C -3.18 2.19 3.37
C -2.15 1.36 2.97
C -1.45 1.46 1.68
O -1.34 0.55 0.86
O -0.89 2.70 1.50
C 1.39 0.27 4.99
C 1.13 1.74 4.90
H 3.73 1.38 6.28
H 2.39 1.29 7.44
H 3.70 0.11 7.50
H 3.35 -1.97 6.63
H 2.22 -3.55 5.05
H 0.50 -2.66 3.44
H -0.52 -0.67 2.50
H -1.41 -0.20 5.90
H -3.30 1.24 6.65
H -4.46 2.75 5.02
H -3.63 2.86 2.63
H 0.62 2.01 3.97
H 0.51 2.09 5.74
H 2.07 2.31 4.94
*
```

Its orbital gap is 0.11788 Ha. The HOMO energy comes out at -11.67 eV.



Below is an isolated molecule of C7H14N2O in a non-equilibrium geometry, with properties calculated with wB97M-V/def2-TZVPD.

ORCA input file:
```
! RIJCOSX wB97M-V def2-TZVPD def2/J DEFGRID3
* xyz 0 1
C 2.54 -0.10 -0.40
C 1.28 -0.24 0.32
C 1.02 -1.65 0.55
C 0.18 0.50 -0.51
O 0.03 -0.06 -1.76
C -1.23 0.52 0.13
C -2.12 1.58 -0.64
N -1.38 0.84 1.57
C -1.80 -0.89 -0.08
N -2.10 -1.99 -0.16
H 2.95 -0.97 -0.96
H 2.37 0.92 -1.02
H 3.39 0.23 0.24
H 1.30 0.46 1.30
H 1.07 -2.19 -0.33
H 0.05 -2.00 1.05
H 1.88 -1.98 1.23
H 0.51 1.58 -0.50
H 0.22 -1.07 -1.74
H -1.87 2.61 -0.24
H -3.18 1.30 -0.35
H -1.73 1.51 -1.73
H -2.36 0.98 1.83
H -1.03 0.11 2.21
*
```

Its orbital gap is 0.39961 Ha. Its SMILES is CC(C)[C@@H](O)[C@](C)(N)C#N. The HOMO energy comes out at -10.04 eV.



Below is a structure of composition C36H39AsN6NiS3, with properties calculated with wB97M-V/def2-TZVPD.

ORCA input file:
```
! RIJCOSX wB97M-V def2-TZVPD def2/J DEFGRID3
* xyz 0 3
Ni 0.47 -1.28 2.12
C 4.90 -3.77 3.28
S 3.50 -4.23 4.32
C 2.27 -3.12 3.67
S 2.09 -2.97 1.97
N 1.54 -2.58 4.61
N 0.59 -1.74 4.09
C -0.36 -1.34 4.84
C -1.30 -0.38 4.23
C -2.24 0.31 4.97
C -3.02 1.26 4.31
C -2.82 1.49 2.96
C -1.87 0.73 2.30
N -1.15 -0.20 2.91
H 5.74 -4.38 3.61
H 5.14 -2.72 3.42
H 4.69 -3.97 2.23
H -0.45 -1.66 5.87
H -2.35 0.12 6.02
H -3.77 1.82 4.86
H -3.40 2.22 2.42
H -1.66 0.85 1.24
S 2.13 0.63 2.21
C 1.48 2.02 2.85
N 1.90 3.22 2.33
C 1.46 4.43 2.75
C 0.55 4.48 3.75
C 0.14 3.23 4.28
N 0.57 2.07 3.86
H 2.57 3.15 1.57
H 1.86 5.29 2.24
H 0.15 5.41 4.11
H -0.57 3.20 5.10
C 2.26 -2.97 -6.12
C 1.84 -2.19 -4.91
C 0.80 -1.27 -4.96
C 0.37 -0.57 -3.84
C -0.80 0.36 -4.03
C 1.02 -0.77 -2.61
As 0.63 0.10 -0.87
N -0.19 -1.13 0.20
C -0.97 -2.21 -0.16
C -1.44 -2.51 -1.45
C -2.25 -3.60 -1.70
C -2.65 -4.45 -0.68
C -2.21 -4.18 0.61
C -1.40 -3.09 0.86
C -0.61 1.60 -1.30
C -2.00 1.70 -1.14
C -2.90 0.54 -0.84
C -2.64 2.93 -1.33
C -1.95 4.08 -1.70
C -2.65 5.38 -1.94
C -0.57 3.97 -1.87
C 0.10 2.77 -1.68
C 1.58 2.75 -1.93
C 2.10 -1.67 -2.55
C 2.90 -1.96 -1.31
C 2.48 -2.37 -3.69
H 1.68 -2.67 -7.00
H 2.10 -4.04 -5.97
H 3.31 -2.82 -6.34
H 0.29 -1.11 -5.90
H -1.23 0.22 -5.02
H -0.51 1.41 -3.94
H -1.58 0.18 -3.30
H -1.16 -1.87 -2.28
H -2.58 -3.79 -2.72
H -3.28 -5.31 -0.88
H -2.50 -4.82 1.43
H -1.09 -2.92 1.89
H -2.36 -0.38 -0.63
H -3.56 0.35 -1.70
H -3.56 0.75 0.00
H -3.71 2.98 -1.21
H -3.69 5.33 -1.61
H -2.65 5.64 -3.00
H -2.16 6.20 -1.40
H 0.00 4.84 -2.18
H 1.91 3.71 -2.33
H 1.87 1.98 -2.66
H 2.15 2.53 -1.03
H 2.63 -1.35 -0.45
H 3.96 -1.79 -1.51
H 2.79 -3.00 -1.01
H 3.30 -3.08 -3.62
*
```

Its orbital gap (alpha / beta) is 0.20998 / 0.20960 Ha. The expectation value of S² is 2.01. The HOMO energy (alpha / beta) comes out at -6.50 / -6.50 eV.



Below is an isolated molecule of C5H7NO, with properties calculated with wB97M-V/def2-TZVPD.

ORCA input file:
```
! RIJCOSX wB97M-V def2-TZVPD def2/J DEFGRID3
* xyz 0 1
C 1.44 0.59 0.48
C 0.30 0.55 -0.60
C 0.04 -0.85 -1.10
C -0.91 -1.38 -0.32
N -1.42 -0.42 0.56
C -0.92 0.84 0.26
O -1.28 1.89 0.74
H 2.13 1.41 0.31
H 1.98 -0.36 0.50
H 1.01 0.74 1.48
H 0.47 1.30 -1.39
H 0.53 -1.34 -1.93
H -1.31 -2.39 -0.30
H -2.07 -0.58 1.31
*
```

Its orbital gap is 0.35344 Ha. Its SMILES is C[C@H]1C=CNC1=O. The HOMO energy comes out at -8.65 eV.